[1]
{"formula": "C37H29F6N2O6PtS2Te", "method": "ωB97M-V/def2-TZVPD", "orbital_gap_ev": 7.343, "total_charge": -1, "symbols": ["Pt", "C", "C", "C", "C", "C", "O", "C", "C", "C", "C", "C", "C", "C", "O", "C", "C", "C", "N", "C", "C", "Te", "C", "C", "C", "C", "C", "C", "C", "C", "C", "C", "C", "C", "H", "H", "H", "H", "H", "H", "H", "H", "H", "H", "H", "H", "H", "H", "H", "H", "H", "H", "H", "H", "H", "H", "H", "H", "F", "C", "F", "F", "S", "O", "O", "N", "S", "O", "O", "C", "F", "F", "F", "C", "C", "C", "C", "C", "C", "H", "H", "H", "H", "H"], "coordinates": [[0.061, -0.321, -0.004], [5.445, 4.090, -0.672], [4.456, 2.995, -0.367], [4.852, 1.674, -0.214], [3.958, 0.677, 0.143], [4.505, -0.716, 0.242], [5.319, -1.084, -0.583], [4.127, -1.618, 1.371], [4.304, -2.988, 1.210], [4.049, -3.850, 2.263], [3.633, -3.345, 3.487], [3.466, -1.977, 3.655], [3.706, -1.115, 2.597], [2.589, 0.970, 0.326], [1.812, 0.045, 0.823], [2.144, 2.291, 0.034], [3.104, 3.270, -0.246], [0.719, 2.671, 0.028], [-0.254, 1.830, 0.059], [-1.631, 2.327, 0.053], [-2.191, 2.229, 1.464], [-4.208, 2.928, 1.604], [-3.682, 4.979, 1.636], [-3.746, 5.737, 0.470], [-3.463, 7.097, 0.497], [-3.114, 7.711, 1.691], [-3.037, 6.961, 2.856], [-3.322, 5.602, 2.829], [0.433, 4.140, -0.096], [0.185, 4.916, 1.029], [-0.087, 6.270, 0.900], [-0.112, 6.857, -0.356], [0.137, 6.087, -1.483], [0.411, 4.733, -1.354], [6.459, 3.693, -0.718], [5.426, 4.867, 0.095], [5.231, 4.571, -1.629], [5.888, 1.391, -0.368], [4.625, -3.361, 0.247], [4.165, -4.918, 2.127], [3.424, -4.020, 4.308], [3.135, -1.582, 4.607], [3.564, -0.050, 2.720], [2.780, 4.293, -0.389], [-2.218, 1.709, -0.620], [-1.682, 3.358, -0.296], [-1.618, 2.843, 2.159], [-2.171, 1.198, 1.818], [-4.023, 5.262, -0.463], [-3.517, 7.674, -0.417], [-2.900, 8.773, 1.713], [-2.766, 7.435, 3.791], [-3.276, 5.023, 3.743], [0.211, 4.460, 2.012], [-0.294, 6.861, 1.782], [-0.329, 7.913, -0.456], [0.120, 6.540, -2.466], [0.605, 4.127, -2.231], [-4.819, 0.316, -1.216], [-4.074, -0.401, -2.065], [-4.891, -1.055, -2.881], [-3.336, 0.445, -2.788], [-3.016, -1.561, -1.084], [-1.963, -0.648, -0.644], [-3.868, -2.078, -0.057], [-2.608, -2.513, -2.242], [-2.270, -4.057, -2.052], [-2.049, -4.453, -0.699], [-1.387, -4.461, -3.100], [-3.908, -4.869, -2.510], [-4.359, -5.610, -1.496], [-3.753, -5.672, -3.567], [-4.850, -3.971, -2.814], [1.260, -4.967, -0.140], [0.936, -4.355, 1.063], [0.610, -3.007, 1.096], [0.572, -2.244, -0.073], [0.915, -2.871, -1.272], [1.258, -4.217, -1.305], [1.502, -6.023, -0.169], [0.939, -4.930, 1.982], [0.392, -2.536, 2.049], [0.915, -2.305, -2.197], [1.499, -4.684, -2.253]], "mulliken_charge": [0.98, -1.64, 0.25, -0.69, 0.41, -0.18, -0.66, 0.60, -0.35, -0.58, -0.35, -0.84, -0.03, 0.52, -1.04, 0.44, -0.89, 1.33, -0.90, -0.05, -1.22, 0.26, -0.23, -0.19, -0.54, -0.42, -0.59, -0.23, -1.07, 0.72, -1.15, -0.34, -1.06, 0.42, 0.37, 0.33, 0.34, 0.42, 0.42, 0.36, 0.39, 0.38, 0.36, 0.47, 0.01, 0.49, 0.34, 0.55, 0.41, 0.39, 0.39, 0.38, 0.40, 0.52, 0.48, 0.45, 0.41, 0.55, -0.23, 0.48, -0.20, -0.23, 1.01, -0.61, -0.70, -0.38, 1.24, -0.57, -0.66, 0.49, -0.24, -0.24, -0.22, -0.59, -0.76, 0.04, -0.02, -0.15, -0.65, 0.41, 0.47, 0.34, 0.28, 0.40]}


[2]
{"formula": "C7H14Br2F4O2PSi", "method": "ωB97M-V/def2-TZVPD", "orbital_gap_ev": 4.176, "total_charge": -1, "symbols": ["O", "P", "Si", "C", "C", "F", "C", "C", "C", "F", "Br", "C", "F", "F", "Br", "H", "H", "H", "H", "H", "H", "H", "H", "H", "H", "H", "C", "O", "H", "H", "H"], "coordinates": [[2.872, 2.781, 0.790], [3.677, 1.866, -0.072], [2.413, 0.195, -0.958], [2.186, -1.108, 0.378], [3.039, -2.354, 0.195], [4.291, -2.154, 0.791], [0.866, 1.049, -1.586], [-0.443, 0.222, -1.576], [-1.604, 0.894, -0.857], [-1.616, 2.230, -1.177], [-3.288, 0.127, -1.414], [-1.550, 0.845, 0.689], [-0.425, 1.491, 1.083], [-2.584, 1.489, 1.214], [-1.488, -0.958, 1.383], [4.788, 1.267, 0.565], [4.323, 2.508, -1.157], [3.181, -0.398, -2.088], [2.467, -0.664, 1.341], [1.134, -1.389, 0.482], [3.241, -2.594, -0.853], [2.585, -3.225, 0.673], [1.078, 1.339, -2.621], [0.757, 1.984, -1.029], [-0.324, -0.773, -1.140], [-0.777, 0.067, -2.603], [-5.760, -0.970, 1.916], [-5.611, -2.278, 2.161], [-5.977, -0.325, 2.819], [-4.858, -0.463, 1.453], [-6.593, -0.699, 1.200]], "nbo_charge": [-1.09, 1.10, 1.06, -0.92, 0.07, -0.38, -0.88, -0.47, 0.25, -0.35, 0.08, 0.58, -0.33, -0.30, 0.05, -0.08, -0.09, -0.18, 0.27, 0.27, 0.16, 0.17, 0.24, 0.28, 0.23, 0.24, -0.18, -0.97, 0.06, 0.05, 0.06]}


[3]
{"formula": "C3H6N2", "method": "ωB97M-V/def2-TZVPD", "orbital_gap_ev": 10.409, "smiles": "C=CC#N.N", "symbols": ["C", "C", "C", "N", "H", "H", "H", "N", "H", "H", "H"], "coordinates": [[-1.557, 0.381, -0.314], [-0.513, -0.254, -0.847], [-0.157, -1.597, -0.462], [0.098, -2.688, -0.175], [-2.140, -0.051, 0.495], [-1.805, 1.395, -0.609], [0.177, 0.211, -1.546], [1.380, 0.519, 0.661], [0.691, 1.179, 1.013], [2.206, 1.027, 0.374], [1.621, -0.122, 1.409]], "nbo_charge": [-0.36, -0.27, 0.27, -0.32, 0.21, 0.20, 0.25, -1.07, 0.36, 0.37, 0.37]}


Calculated values (Eh) of LUMO energy for the records, taken in order: 0.070, 0.081, 0.027.